Record 1
{
  "formula": "C25H42FN4O9P",
  "method": "ωB97M-V/def2-TZVPD",
  "symbols": ["C", "C", "O", "N", "C", "C", "O", "C", "C", "P", "N", "O", "C", "C", "C", "O", "C", "O", "C", "C", "C", "C", "F", "C", "N", "C", "C", "C", "O", "N", "C", "H", "H", "H", "H", "H", "H", "H", "H", "H", "H", "H", "H", "H", "H", "H", "H", "H", "H", "H", "H", "H", "H", "H", "H", "C", "C", "O", "H", "H", "H", "H", "H", "H", "C", "C", "O", "H", "H", "H", "H", "H", "H", "C", "C", "O", "H", "H", "H", "H", "H", "H"],
  "coordinates": [[-4.436, 1.529, -1.286], [-3.091, 1.875, -0.545], [-3.132, 2.244, 0.594], [-1.875, 1.711, -1.354], [-1.498, 2.918, -2.039], [-0.298, 2.982, -3.053], [-2.148, 3.928, -1.861], [-0.778, 1.102, -0.622], [-0.470, -0.296, -0.966], [-1.482, -1.234, -2.241], [-2.979, -1.757, -1.448], [-2.039, -0.244, -3.487], [0.671, -1.005, -0.296], [0.981, -2.478, -0.726], [0.256, -3.553, 0.164], [0.478, -3.325, 1.584], [-0.695, -3.016, 2.259], [-0.711, -2.023, 2.932], [1.421, -0.284, 0.709], [2.594, -1.019, 1.448], [4.032, -0.440, 1.104], [4.862, -1.603, 0.395], [4.018, 0.736, 0.337], [1.143, 1.142, 1.098], [1.983, 1.696, 2.056], [1.603, 2.971, 2.276], [2.467, 3.789, 3.303], [0.448, 3.684, 1.647], [0.175, 4.991, 2.012], [-0.342, 3.112, 0.731], [0.025, 1.806, 0.428], [-4.485, 0.411, -1.443], [-4.453, 1.983, -2.318], [-5.334, 1.832, -0.698], [0.170, 1.970, -3.222], [0.519, 3.652, -2.659], [-0.626, 3.454, -4.022], [-3.686, -1.921, -2.182], [-2.796, -2.650, -0.986], [-1.312, 0.193, -3.959], [2.088, -2.647, -0.572], [0.812, -2.623, -1.824], [0.734, -4.545, -0.069], [-0.862, -3.575, 0.013], [-1.614, -3.669, 2.241], [2.447, -0.891, 2.561], [2.553, -2.129, 1.287], [4.565, -0.266, 2.082], [5.940, -1.438, 0.675], [4.594, -2.606, 0.828], [4.697, -1.628, -0.712], [1.892, 4.650, 3.732], [2.911, 3.127, 4.081], [3.348, 4.262, 2.769], [0.788, 5.610, 1.581], [-6.447, -5.238, -2.470], [-5.744, -3.986, -1.982], [-5.690, -3.015, -3.024], [-5.926, -5.658, -3.333], [-6.491, -5.994, -1.683], [-7.466, -5.008, -2.793], [-4.721, -4.215, -1.682], [-6.268, -3.553, -1.124], [-6.598, -2.812, -3.277], [2.734, -3.252, -5.171], [1.359, -2.612, -5.149], [1.075, -2.088, -3.854], [2.794, -4.055, -4.433], [2.958, -3.663, -6.158], [3.505, -2.521, -4.912], [0.591, -3.349, -5.386], [1.296, -1.799, -5.880], [1.752, -1.429, -3.651], [2.811, 5.547, 7.620], [2.115, 4.671, 6.595], [3.001, 3.658, 6.123], [3.697, 6.013, 7.185], [2.143, 6.330, 7.983], [3.149, 4.951, 8.472], [1.799, 5.264, 5.739], [1.232, 4.192, 7.029], [3.269, 3.131, 6.885]],
  "forces_ev_per_angstrom": [[0.7, -0.5, -0.7], [-2.6, 0.4, -0.3], [0.8, -0.6, -0.5], [1.4, 0.8, 0.9], [-0.3, 1.2, -0.2], [0.4, -0.7, 0.4], [0.1, -0.7, -0.5], [2.1, -3.0, 0.5], [-0.1, 2.9, 1.8], [0.9, -1.8, -0.8], [0.0, 1.2, -0.6], [-0.2, 0.1, 1.2], [-0.7, 1.9, 0.2], [0.8, 0.5, 1.0], [0.2, -0.5, -0.6], [-1.5, -0.2, -0.5], [0.7, 1.5, 0.8], [-0.2, -0.8, -0.1], [-0.4, -0.6, -0.6], [-0.6, 1.0, 0.4], [0.2, -2.3, 0.5], [0.3, 0.7, 0.6], [0.1, -1.0, 0.5], [-0.5, -2.8, -1.7], [-3.1, 2.6, -1.3], [1.0, 0.6, 1.3], [0.1, 0.0, -1.1], [0.0, -1.5, -1.2], [0.3, -0.7, -0.2], [2.3, -0.1, 1.5], [-0.4, -0.4, -0.5], [0.2, 1.1, 0.2], [0.0, -0.3, 1.1], [1.0, 0.0, -0.3], [-0.5, 1.0, 0.0], [-1.0, -0.7, -0.1], [0.0, -0.7, 1.1], [0.3, 0.0, 0.4], [0.0, 0.4, -0.3], [-0.2, -0.4, 0.3], [-1.1, 0.2, -0.2], [-0.3, 0.0, 1.2], [-0.8, 0.8, 0.1], [1.1, -0.1, -0.3], [1.1, 0.0, -0.7], [0.0, 0.0, -1.2], [0.1, 1.3, 0.0], [-0.6, 0.4, -1.1], [-0.9, -0.2, -0.8], [0.1, 1.1, -0.4], [0.2, 0.1, 0.9], [0.4, -1.1, -0.3], [-0.7, 0.6, -0.7], [-0.9, -0.5, 0.3], [-0.2, -0.4, 0.1], [0.1, -0.1, 0.0], [-0.5, 0.0, -0.2], [0.3, 0.1, 0.0], [0.0, 0.0, 0.1], [-0.1, 0.0, 0.0], [0.0, 0.0, 0.1], [0.0, 0.1, -0.1], [0.1, -0.1, 0.1], [0.1, 0.0, 0.0], [0.0, -0.1, 0.0], [0.4, 0.2, 0.1], [0.1, 0.1, -0.2], [-0.1, 0.0, -0.1], [0.1, 0.0, 0.0], [0.0, 0.0, -0.1], [-0.1, 0.1, 0.2], [0.0, -0.1, -0.1], [0.0, -0.1, 0.0], [0.0, 0.1, 0.0], [0.2, -0.2, 0.4], [0.1, 0.0, 0.3], [-0.1, 0.0, 0.0], [0.0, 0.0, 0.0], [-0.1, 0.0, 0.0], [0.1, -0.1, 0.0], [-0.1, 0.2, 0.0], [0.0, 0.1, -0.1]],
  "lowdin_charge": [0.005, -0.408, 0.130, 0.024, -0.435, 0.005, 0.082, -0.128, -0.183, 0.912, -0.164, -0.310, -0.134, -0.148, -0.155, -0.083, -0.316, 0.096, -0.057, -0.102, -0.336, -0.056, -0.036, -0.123, 0.181, -0.163, -0.028, -0.262, 0.040, 0.213, -0.096, 0.061, 0.089, 0.083, 0.067, 0.093, 0.092, 0.011, 0.001, 0.036, 0.109, 0.064, 0.132, 0.108, 0.158, 0.126, 0.084, 0.138, 0.075, 0.078, 0.079, 0.061, 0.067, 0.098, 0.121, -0.093, -0.329, -0.094, 0.078, 0.075, 0.073, 0.099, 0.113, 0.085, -0.091, -0.307, -0.154, 0.076, 0.074, 0.073, 0.116, 0.109, 0.088, -0.091, -0.312, -0.111, 0.077, 0.075, 0.072, 0.097, 0.115, 0.090],
  "homo_ev": -7.22,
  "smiles": "CC(=O)N(C(C)=O)c1c(P(N)O)c(CCOC=O)c(C[C@@H](C)F)c2nc(C)c(O)nc12.CCO.CCO.CCO"
}

---

Record 2
{
  "formula": "C8H10N2O2",
  "method": "ωB97M-V/def2-TZVPD",
  "symbols": ["C", "C", "C", "C", "C", "C", "C", "C", "N", "N", "O", "O", "H", "H", "H", "H", "H", "H", "H", "H", "H", "H"],
  "coordinates": [[0.221, 1.208, -0.767], [2.031, 0.013, 0.092], [-0.432, 0.232, 0.107], [2.223, -2.199, -0.496], [-1.225, 0.655, 1.385], [-2.416, 1.000, 0.505], [-1.878, 0.073, -0.524], [0.987, -1.966, 0.207], [1.577, 0.949, -0.913], [0.787, -0.624, 0.406], [2.863, -3.028, -1.074], [2.941, -0.901, -0.341], [-0.288, 1.725, -1.526], [2.575, 0.599, 0.986], [-1.540, -0.173, 2.005], [-0.670, 1.318, 1.976], [-3.399, 0.757, 0.942], [-2.461, 2.072, 0.125], [-2.128, -0.963, -0.363], [-2.086, 0.312, -1.577], [0.106, -2.660, 0.252], [2.214, 1.602, -1.405]],
  "forces_ev_per_angstrom": [[1.5, 0.5, 0.8], [1.3, 3.2, 1.1], [0.1, 0.6, 0.2], [2.1, 1.5, 0.1], [0.5, -0.3, -0.8], [-1.2, 2.0, 0.5], [0.4, -2.1, -1.3], [-1.9, -0.8, -0.8], [0.5, 0.9, -0.8], [-0.8, -2.1, 0.7], [-1.3, -0.5, 0.5], [-1.0, -1.4, -0.3], [-0.4, 0.6, -0.8], [-1.5, -1.2, -1.4], [0.4, -0.6, 0.0], [0.3, 1.4, 1.0], [0.4, 0.1, -0.3], [0.2, -1.3, 0.5], [-0.8, -0.4, 0.1], [0.6, -0.1, 0.3], [1.3, 0.7, -0.1], [-0.7, -0.8, 0.8]],
  "nbo_charge": [-0.077, 0.401, 0.084, 0.683, -0.401, -0.413, -0.390, -0.128, -0.606, -0.355, -0.529, -0.528, 0.193, 0.156, 0.208, 0.211, 0.215, 0.211, 0.211, 0.216, 0.226, 0.412],
  "homo_ev": [-7.76, -6.59],
  "relative_energy_kcal_mol": 120.7
}

---

Record 3
{
  "formula": "C41H30Cl3CoF5N4O5S4",
  "method": "ωB97M-V/def2-TZVPD",
  "symbols": ["Co", "C", "C", "C", "C", "C", "C", "C", "S", "O", "O", "N", "C", "C", "O", "O", "H", "H", "H", "H", "H", "H", "H", "H", "H", "C", "C", "C", "C", "C", "C", "C", "C", "C", "S", "C", "N", "H", "H", "H", "H", "H", "H", "H", "H", "F", "C", "C", "F", "C", "F", "C", "S", "C", "F", "C", "F", "Cl", "C", "C", "C", "C", "C", "C", "N", "C", "C", "N", "C", "O", "C", "C", "C", "Cl", "S", "C", "C", "C", "Cl", "C", "H", "H", "H", "H", "H", "H", "H", "H", "H", "H", "H", "H", "H"],
  "coordinates": [[0.186, -0.164, 0.319], [2.283, -2.663, 7.482], [1.710, -1.667, 6.506], [2.252, -0.394, 6.367], [1.773, 0.481, 5.398], [0.725, 0.105, 4.575], [0.116, -1.125, 4.768], [0.621, -2.012, 5.706], [0.137, 1.285, 3.323], [1.326, 2.029, 2.981], [-0.892, 2.001, 4.045], [-0.477, 0.412, 2.137], [-1.948, 0.445, 2.148], [-2.505, -0.019, 0.799], [-3.715, -0.207, 0.675], [-1.626, -0.196, -0.113], [3.094, -2.224, 8.062], [2.679, -3.530, 6.947], [1.519, -3.024, 8.174], [3.078, -0.093, 7.005], [2.213, 1.460, 5.249], [-0.753, -1.386, 4.178], [0.166, -2.990, 5.821], [-2.319, 1.456, 2.322], [-2.370, -0.198, 2.933], [-0.817, -2.870, 2.025], [-0.491, -3.302, 0.628], [-0.762, -4.620, 0.218], [-0.496, -5.002, -1.066], [0.002, -4.049, -1.978], [0.268, -4.362, -3.326], [0.730, -3.382, -4.173], [0.925, -2.077, -3.718], [0.667, -1.716, -2.396], [0.865, -0.085, -1.877], [0.222, -2.729, -1.489], [0.018, -2.401, -0.187], [-0.577, -3.646, 2.755], [-1.885, -2.644, 2.091], [-0.272, -1.955, 2.250], [-1.184, -5.320, 0.931], [-0.681, -6.018, -1.399], [0.098, -5.374, -3.677], [0.929, -3.622, -5.212], [1.269, -1.306, -4.395], [2.349, 7.537, 2.029], [1.737, 6.445, 1.509], [0.526, 6.001, 2.012], [-0.035, 6.671, 3.041], [-0.103, 4.906, 1.459], [-1.294, 4.566, 1.958], [0.431, 4.176, 0.375], [-0.392, 2.853, -0.333], [1.669, 4.659, -0.091], [2.279, 4.051, -1.127], [2.302, 5.759, 0.450], [3.485, 6.189, -0.052], [4.833, -7.037, 3.038], [5.184, -5.362, 2.748], [4.786, -4.770, 1.557], [5.093, -3.438, 1.339], [5.793, -2.684, 2.272], [6.125, -1.239, 2.021], [5.051, -0.327, 2.688], [3.973, 0.001, 1.805], [3.963, 1.060, 0.932], [2.774, 1.009, 0.285], [2.049, -0.062, 0.753], [2.783, -0.630, 1.682], [6.252, -1.026, 0.636], [7.233, -0.068, 0.281], [7.490, -0.135, -1.190], [7.037, 0.779, -2.100], [6.053, 2.146, -1.806], [7.570, 0.424, -3.705], [8.409, -0.976, -3.152], [8.274, -1.142, -1.812], [6.160, -3.312, 3.467], [7.006, -2.431, 4.704], [5.867, -4.642, 3.711], [4.249, -5.347, 0.818], [4.793, -2.956, 0.417], [7.078, -1.016, 2.513], [5.505, 0.600, 3.038], [4.651, -0.860, 3.546], [4.777, 1.758, 0.863], [2.388, 1.644, -0.495], [2.530, -1.524, 2.229], [8.165, -0.292, 0.818], [6.919, 0.944, 0.555], [8.946, -1.590, -3.856], [8.712, -1.967, -1.266], [6.175, -5.108, 4.636]],
  "forces_ev_per_angstrom": [[0.0, 0.4, -0.1], [-0.1, 0.0, -0.1], [0.0, 0.0, 0.0], [0.1, 0.0, -0.1], [0.1, 0.0, 0.0], [0.0, 0.2, -0.2], [-0.1, -0.1, 0.0], [0.0, 0.1, 0.1], [-0.3, -0.6, -0.3], [0.2, -0.3, -0.2], [0.0, 0.1, 0.1], [0.2, 0.4, 0.9], [-0.2, -0.1, -0.2], [0.2, 0.0, 0.3], [0.0, 0.0, 0.1], [-0.7, -0.2, -0.4], [0.0, 0.0, 0.0], [0.0, 0.0, 0.1], [0.0, 0.0, 0.0], [0.0, 0.0, 0.0], [0.0, 0.0, 0.0], [0.1, 0.0, 0.0], [0.0, 0.0, 0.0], [-0.1, -0.1, -0.1], [-0.1, 0.0, -0.1], [0.1, 0.0, -0.1], [0.2, 0.4, 0.0], [0.0, -0.4, -0.3], [-0.1, 0.2, 0.3], [0.1, 0.3, 0.1], [0.1, -0.1, -0.2], [-0.1, -0.2, 0.1], [-0.1, -0.1, 0.2], [0.3, 0.7, 0.0], [-0.3, -0.3, -0.5], [0.0, -0.5, -0.3], [-0.1, -0.4, 0.3], [0.0, 0.0, 0.0], [0.0, 0.0, 0.0], [-0.1, 0.0, 0.0], [0.0, 0.0, 0.0], [0.0, 0.0, 0.0], [0.0, 0.0, 0.0], [0.0, 0.0, 0.0], [0.0, 0.0, 0.0], [0.0, 0.0, 0.0], [0.0, 0.0, -0.1], [0.0, 0.0, 0.0], [0.0, 0.0, 0.0], [0.2, 0.0, -0.2], [0.0, 0.0, 0.1], [0.1, 0.1, 0.0], [0.0, -0.1, -0.2], [-0.2, 0.0, 0.3], [0.1, 0.0, -0.1], [0.0, 0.1, 0.0], [0.0, 0.0, 0.0], [0.0, -0.1, 0.0], [0.0, 0.2, -0.2], [0.0, -0.2, 0.2], [0.0, 0.2, -0.2], [0.2, -0.3, 0.3], [0.0, 0.2, 0.2], [0.2, -0.1, -0.2], [-0.1, 0.0, 0.3], [-0.1, 0.1, -0.2], [0.1, 0.0, -0.2], [0.7, 0.4, 0.7], [-0.1, -0.2, -0.4], [0.0, -0.2, -0.1], [0.0, 0.1, 0.0], [-0.2, 0.4, 0.0], [0.2, -0.2, -0.2], [0.0, 0.0, 0.0], [0.0, -0.1, 0.4], [-0.1, 0.2, -0.1], [0.1, -0.2, -0.1], [-0.2, 0.0, -0.4], [0.1, 0.1, 0.1], [0.0, -0.1, 0.1], [0.0, 0.0, 0.0], [0.0, 0.0, 0.0], [0.0, -0.1, 0.0], [0.0, 0.0, 0.0], [-0.1, 0.1, 0.3], [0.0, 0.0, 0.0], [-0.1, 0.1, 0.2], [-0.1, 0.1, 0.1], [0.0, 0.0, 0.0], [0.0, 0.0, 0.0], [0.0, 0.0, 0.0], [0.0, 0.0, 0.0], [0.0, 0.0, 0.0]],
  "lowdin_charge": [0.242, -0.068, -0.298, -0.058, -0.064, -0.250, -0.063, -0.050, 0.555, -0.317, -0.316, -0.259, -0.202, -0.651, -0.014, -0.150, 0.065, 0.073, 0.072, 0.100, 0.110, 0.088, 0.108, 0.108, 0.104, -0.034, -0.301, -0.036, -0.030, -0.177, -0.094, -0.123, -0.144, -0.580, 0.740, -0.205, 0.127, 0.077, 0.099, 0.035, 0.102, 0.104, 0.088, 0.088, 0.086, 0.059, -0.166, -0.158, 0.077, -0.264, 0.068, -0.619, 0.619, -0.257, 0.040, -0.164, 0.064, 0.654, -0.668, -0.081, 0.003, -0.180, -0.300, -0.059, -0.058, -0.055, -0.134, -0.040, -0.108, -0.085, -0.164, -0.310, -0.952, 0.710, 0.987, -0.418, -0.147, -0.583, 0.713, -0.140, 0.111, 0.135, 0.111, 0.137, 0.123, 0.098, 0.056, 0.147, 0.132, 0.106, 0.059, 0.115, 0.100],
  "s2": 0.76,
  "homo_ev": [-1.07, -1.17],
  "charge": -2,
  "spin_multiplicity": 2,
  "relative_energy_kcal_mol": 0.0
}

---

Maximum force / eV Å⁻¹: 4.23, 3.66, 1.04